16
Properties=species:S:1:pos:R:3:nbo_charge:R:1 method="wB97M-V/def2-TZVPD" multiplicity=1 charge=0 lumo_energy_ha=0.0354 e_homo_ev=-8.23 e_tot_ha=-271.6183 orbital_gap_ha=0.338
C -0.88 1.84 0.50 -0.63
C -0.56 0.45 -0.01 0.09
C 0.93 0.18 -0.26 -0.44
C 1.21 -1.30 -0.48 -0.59
C -1.01 -1.76 0.63 0.05
O -0.93 -0.51 1.00 -0.49
H -1.95 1.94 0.70 0.22
H -0.58 2.59 -0.24 0.22
H -0.33 2.03 1.43 0.22
H -1.13 0.21 -0.92 0.18
H 1.25 0.78 -1.13 0.22
H 1.50 0.54 0.61 0.21
H 2.24 -1.55 -0.25 0.23
H 0.97 -1.64 -1.49 0.21
H 0.62 -2.01 0.34 0.23
H -1.34 -1.80 -0.44 0.07